9 unconnected molecules or ions with the total composition C49H92BrN8O5P, computed with wB97M-V/def2-TZVPD.

```
156
Properties=species:S:1:pos:R:3:forces:R:3:lowdin_charge:R:1
C -8.11223 -1.35646 -2.72613 0.0549 0.0112 -0.0242 -0.12
C -8.13760 -1.91631 -4.14586 0.0772 0.0891 -0.0610 -0.27
C -6.85426 -2.66503 -4.50934 -0.1295 -0.0806 0.0641 -0.24
C -6.98170 -3.53694 -5.75421 0.0984 0.0082 0.0045 -0.22
C -5.71474 -4.34507 -6.05224 -0.0430 -0.0126 0.1381 -0.21
C -5.49238 -5.53785 -5.09650 0.0541 -0.0018 -0.0645 -0.21
C -4.06474 -5.65102 -4.54815 -0.0144 0.1428 -0.0548 -0.22
C -3.80454 -4.75433 -3.33524 0.0376 -0.1749 0.0521 -0.20
C -2.35127 -4.83711 -2.82899 0.0598 0.0703 -0.1333 -0.15
C -1.54875 -3.54302 -2.92759 0.0305 -0.0343 -0.0022 -0.19
O -1.64177 -2.87038 -1.67092 -0.0810 0.1968 -0.0945 -0.10
C -0.86987 -1.71293 -1.44140 0.1474 0.1249 0.1626 -0.28
C 0.61122 -1.83113 -1.85647 -0.0707 -0.1706 0.0258 -0.14
P 1.16903 -1.45332 -3.54306 0.0791 0.0049 0.0444 0.43
O 2.16520 -2.41237 -4.02113 -0.1775 0.1647 0.0401 -0.26
O -0.09115 -1.34455 -4.52612 0.2470 0.1138 -0.1424 -0.11
O 1.70871 0.06529 -3.40718 -0.2635 -0.0668 0.0587 -0.14
C -1.50749 -0.36381 -1.94684 0.1022 0.0798 0.1522 -0.37
O -2.58539 -0.57473 -2.81857 -0.0170 -0.0703 -0.0891 -0.18
C -3.82171 -0.89206 -2.19276 -0.0716 -0.0975 0.0587 -0.09
C -1.80660 0.56820 -0.76798 0.1626 -0.0579 -0.0106 -0.61
Br -2.63153 2.20201 -1.48356 -0.0007 0.0222 0.0168 0.79
C -0.53830 0.94683 -0.01928 0.2031 -0.0031 0.0845 -0.28
C -0.71520 1.91484 1.16009 -0.0164 -0.0969 0.1181 -0.10
H -7.31019 -0.61977 -2.61891 -0.0084 -0.0473 0.0195 0.06
H -7.93469 -2.15103 -1.99541 -0.0282 0.0438 -0.0320 0.07
H -9.04912 -0.85979 -2.46595 0.0312 -0.0336 -0.0238 0.07
H -8.27877 -1.08862 -4.84941 -0.0712 -0.0926 -0.0247 0.11
H -8.99513 -2.58421 -4.27624 0.0247 0.0075 0.0732 0.11
H -6.56393 -3.29389 -3.65768 0.0572 0.0636 -0.0435 0.10
H -6.04851 -1.94077 -4.67349 0.0577 -0.0369 0.1130 0.11
H -7.21521 -2.89641 -6.61153 -0.0654 -0.0668 0.0272 0.11
H -7.82240 -4.22849 -5.62056 -0.0049 0.0620 -0.0886 0.11
H -4.84915 -3.67271 -6.01004 -0.0365 -0.0143 -0.0169 0.11
H -5.76906 -4.72169 -7.07645 0.0860 0.0619 0.0062 0.11
H -6.19679 -5.47122 -4.25912 0.0612 -0.0420 0.0010 0.10
H -5.73574 -6.46232 -5.62724 -0.0608 0.0468 0.0481 0.10
H -3.35685 -5.38867 -5.34466 -0.0086 -0.0607 0.0288 0.12
H -3.84609 -6.68814 -4.27512 -0.0234 0.0355 0.0356 0.11
H -4.49218 -5.05854 -2.53898 -0.0178 0.1277 -0.0508 0.11
H -4.04774 -3.72045 -3.59457 -0.0475 0.0416 0.0484 0.09
H -2.32190 -5.15622 -1.78488 0.0455 -0.0236 -0.0495 0.12
H -1.81913 -5.59830 -3.40863 -0.0470 0.0010 0.0566 0.11
H -0.49998 -3.77157 -3.14868 -0.0194 0.0233 0.0377 0.11
H -1.92803 -2.90585 -3.72851 -0.0007 0.0054 -0.0395 0.12
H -0.85630 -1.65071 -0.34961 -0.0474 -0.1388 -0.0582 0.14
H 1.18018 -1.17154 -1.19351 0.0651 -0.0273 -0.1112 0.09
H 0.96148 -2.84995 -1.67197 -0.0438 0.0620 0.0943 0.11
H -0.71329 -0.61781 -4.39235 -0.1548 -0.1752 0.1400 0.08
H 1.31577 0.69336 -4.02293 0.1720 -0.0277 -0.0901 0.08
H -0.76330 0.19474 -2.52822 -0.0468 -0.1151 -0.0179 0.11
H -3.68032 -1.50898 -1.30172 -0.0061 0.0224 -0.0611 0.10
H -4.36497 0.02420 -1.94231 0.0140 -0.0543 0.0084 0.05
H -4.40600 -1.46474 -2.90710 -0.0439 -0.0190 -0.0828 0.07
H -2.52750 0.12074 -0.08457 -0.0544 0.0983 -0.0719 0.07
H 0.18463 1.33835 -0.74340 -0.0753 0.0319 0.0261 0.11
H -0.10140 0.02236 0.37302 -0.0153 0.0370 -0.0734 0.10
H -0.05439 2.77594 1.06739 -0.0835 0.0049 -0.0110 0.08
H -1.73986 2.27922 1.24706 0.0389 0.0337 -0.0970 0.04
H -0.46206 1.42772 2.10062 -0.0378 0.0515 -0.0512 0.04
C 2.60787 -1.13121 6.17075 -0.0297 -0.0296 0.0008 -0.12
C 1.71904 -1.67101 5.05800 0.0280 0.0139 0.0749 -0.26
C 2.02134 -1.03155 3.69788 -0.0718 -0.1537 0.0722 -0.19
C 1.76008 0.40723 3.69915 0.0894 0.0127 -0.0670 -0.24
N 1.56026 1.53825 3.70436 -0.0039 -0.0009 0.0350 0.16
H 2.45712 -0.06070 6.31700 0.0059 0.0033 -0.0137 0.07
H 2.38928 -1.62751 7.11655 0.0124 0.0143 0.0071 0.05
H 3.66372 -1.29272 5.94750 0.0038 0.0029 0.0057 0.08
H 0.66700 -1.51467 5.30551 -0.0049 -0.0012 -0.0215 0.11
H 1.86464 -2.74803 4.95443 -0.0006 -0.0008 -0.0238 0.11
H 1.41015 -1.49233 2.91897 -0.0141 0.0574 -0.0191 0.11
H 3.06404 -1.19829 3.42433 0.0385 0.0513 -0.0244 0.08
C -6.96209 -0.03645 2.28080 -0.0125 0.0187 0.0366 -0.10
C -6.05471 1.17514 2.11735 -0.0571 -0.0755 0.0312 -0.25
C -4.79125 0.86318 1.30943 -0.0685 0.1002 0.0018 -0.20
C -3.94085 -0.13434 1.96012 -0.0123 0.0079 0.0222 -0.25
N -3.26858 -0.91229 2.47209 0.0323 -0.0303 -0.0197 0.16
H -6.45322 -0.83683 2.82235 0.0160 -0.0048 -0.0206 0.06
H -7.86385 0.22261 2.83437 -0.0059 -0.0125 -0.0121 0.04
H -7.26805 -0.42991 1.30862 0.0039 -0.0014 -0.0025 0.08
H -5.76759 1.56425 3.09593 0.0139 0.0112 -0.0073 0.11
H -6.58907 1.97506 1.60240 0.0225 0.0075 -0.0113 0.11
H -4.19641 1.76440 1.15174 0.0283 -0.0115 0.0026 0.09
H -5.05917 0.48595 0.31892 0.0068 -0.0160 0.0116 0.10
C 3.56516 1.37368 0.20274 -0.0160 -0.0351 0.0548 -0.10
C 4.83630 0.86909 -0.46768 -0.2356 -0.0488 0.0576 -0.27
C 4.87023 -0.66362 -0.51670 0.1120 0.0658 -0.1259 -0.18
C 4.89482 -1.26628 0.81624 -0.0115 -0.0913 -0.0199 -0.22
N 4.92325 -1.74302 1.86080 -0.0319 0.0478 0.0139 0.15
H 3.50357 1.04035 1.24114 0.0016 -0.0108 -0.0059 0.06
H 3.52951 2.45918 0.19561 0.0026 0.0081 -0.0128 0.04
H 2.68041 1.00029 -0.32264 0.0098 0.0058 -0.0132 0.06
H 5.71576 1.24925 0.05380 0.0004 -0.0271 0.0131 0.09
H 4.89043 1.23792 -1.49239 0.0036 0.0073 0.0017 0.09
H 5.74319 -1.02761 -1.06215 0.0000 0.0019 0.0152 0.12
H 3.99029 -1.03570 -1.04844 0.0184 -0.0309 0.0352 0.11
C 3.49642 -4.60249 8.43048 0.0235 -0.0071 0.0056 -0.11
C 4.20057 -4.49602 9.77712 -0.0320 -0.0282 -0.0537 -0.26
C 3.97594 -3.13834 10.45210 0.0474 -0.0940 0.0339 -0.19
C 4.52098 -2.03838 9.65635 -0.1212 0.0562 0.0155 -0.24
N 4.92577 -1.18098 9.01006 0.0753 0.0138 -0.0256 0.16
H 3.87228 -3.85511 7.72980 -0.0054 0.0075 0.0075 0.06
H 3.65443 -5.58529 7.98716 -0.0032 0.0025 -0.0036 0.07
H 2.42015 -4.45247 8.53858 -0.0029 0.0018 -0.0008 0.08
H 5.27220 -4.66068 9.65216 0.0045 0.0070 0.0157 0.11
H 3.83638 -5.27153 10.45326 0.0000 0.0126 0.0138 0.11
H 4.44065 -3.11158 11.43868 0.0121 0.0114 -0.0112 0.12
H 2.90812 -2.95870 10.59320 -0.0018 0.0265 -0.0139 0.12
C 5.86681 3.17118 -4.86986 -0.0116 0.0037 -0.0082 -0.11
C 5.26525 4.56674 -4.76071 0.0116 -0.1120 0.0063 -0.25
C 5.64260 5.26964 -3.45099 -0.0658 0.1574 -0.1800 -0.19
C 5.14010 4.56155 -2.27675 0.0897 -0.0107 0.0462 -0.20
N 4.76106 3.98665 -1.35754 0.0154 0.0763 -0.0408 0.18
H 5.49868 2.52198 -4.07256 0.0027 0.0051 0.0074 0.06
H 5.60350 2.70940 -5.82147 0.0008 -0.0058 0.0035 0.07
H 6.95424 3.21175 -4.79823 0.0016 0.0045 0.0077 0.06
H 4.17773 4.51311 -4.84420 -0.0046 0.0324 0.0029 0.11
H 5.61774 5.19018 -5.58387 0.0056 0.0159 0.0134 0.11
H 5.24016 6.28428 -3.43785 -0.0472 -0.0264 0.0523 0.10
H 6.72736 5.34471 -3.36451 -0.0276 -0.0428 0.0171 0.07
C -7.65315 -2.67817 5.66165 -0.0094 0.0091 0.0215 -0.11
C -8.99528 -2.70019 6.38155 0.0664 -0.0094 -0.0123 -0.26
C -10.18230 -2.56531 5.42088 0.0095 -0.0257 0.1093 -0.19
C -10.16342 -1.28878 4.70680 -0.0310 -0.0663 -0.0990 -0.23
N -10.12878 -0.29491 4.13424 0.0134 0.0686 0.0238 0.15
H -7.50332 -1.73347 5.13663 -0.0094 -0.0031 -0.0075 0.06
H -6.83242 -2.80031 6.36771 0.0035 0.0007 -0.0061 0.07
H -7.58735 -3.48468 4.92875 0.0013 0.0004 -0.0034 0.08
H -9.03785 -1.89548 7.11765 -0.0196 -0.0015 0.0028 0.11
H -9.11253 -3.63734 6.92839 -0.0177 -0.0005 -0.0057 0.11
H -11.12865 -2.64264 5.95799 -0.0012 0.0214 -0.0081 0.12
H -10.16405 -3.36796 4.68089 0.0030 0.0165 -0.0234 0.12
C 8.52567 2.02145 -0.42063 0.0169 -0.0072 -0.0276 -0.11
C 9.92458 2.03311 -1.02325 -0.0564 -0.0215 0.0329 -0.25
C 10.39975 3.44395 -1.39256 0.0492 -0.1225 0.0036 -0.18
C 9.54811 4.05310 -2.41280 -0.0088 0.1089 0.0811 -0.20
N 8.85925 4.53321 -3.19493 0.0692 -0.0279 -0.0579 0.17
H 7.78427 2.40393 -1.12492 0.0015 0.0087 0.0066 0.06
H 8.23436 1.00736 -0.14699 0.0020 0.0018 0.0020 0.07
H 8.47877 2.63585 0.48049 -0.0040 0.0013 0.0026 0.08
H 9.95351 1.40266 -1.91385 0.0202 0.0069 -0.0064 0.11
H 10.64258 1.61555 -0.31576 0.0101 0.0129 -0.0022 0.11
H 11.42311 3.42461 -1.76998 -0.0114 0.0098 -0.0180 0.12
H 10.38998 4.09197 -0.51392 -0.0243 0.0162 -0.0078 0.12
C 4.40066 9.08833 -1.31930 0.0061 -0.0159 -0.0271 -0.10
C 5.75094 9.12274 -2.02376 -0.0883 -0.0490 0.0778 -0.27
C 6.17810 10.53739 -2.42739 0.0564 -0.0901 0.0126 -0.19
C 5.25635 11.13518 -3.39385 0.0367 0.0952 0.0383 -0.24
N 4.53032 11.60428 -4.14858 -0.0398 -0.0345 -0.0345 0.14
H 3.60738 9.46121 -1.96890 0.0061 0.0164 0.0021 0.07
H 4.14335 8.07044 -1.02582 -0.0017 0.0031 0.0052 0.07
H 4.41425 9.70224 -0.41688 -0.0016 0.0013 0.0012 0.08
H 5.71903 8.49317 -2.91481 0.0518 0.0226 -0.0213 0.09
H 6.52045 8.71032 -1.36873 0.0293 0.0127 -0.0272 0.11
H 7.17494 10.52791 -2.87075 -0.0118 0.0103 -0.0170 0.12
H 6.22261 11.18490 -1.54946 -0.0302 0.0186 -0.0084 0.12
```
Positions in Å, forces in eV/Å.

Values from the calculation:
Charge: 0
Kohn-Sham gap: 0.3616 Ha
E_HOMO: -9.6 eV
LUMO level: 0.24 eV
SMILES string: CCCCCCCCCCO[C@@H](CP(=O)(O)O)[C@@H](OC)[C@H](Br)CC.CCCC#N.CCCC#N.CCCC#N.CCCC#N.CCCC#N.CCCC#N.CCCC#N.CCCC#N